Record 1
{
  "formula": "C4H8N2O",
  "method": "wB97M-V/def2-TZVPD",
  "max_force_ev_per_a": 0.334,
  "smiles": "O=C1NCCCN1",
  "e_tot_ha": -341.9946,
  "homo_energy_ev": -9.45,
  "symbols": ["O", "N", "N", "C", "C", "C", "C", "H", "H", "H", "H", "H", "H", "H", "H"],
  "coordinates": [[2.8038, -0.4092, -0.0599], [0.7102, -1.3434, -0.1223], [1.0089, 0.9734, -0.2336], [-0.3911, 1.3103, -0.0029], [-0.6970, -1.0851, -0.3634], [1.5955, -0.2653, -0.1278], [-1.1563, 0.0906, 0.4965], [-1.2616, -2.0048, -0.1905], [-0.8483, 1.6471, -0.9434], [-0.4547, 2.1404, 0.7106], [-0.8113, -0.8428, -1.4296], [0.9152, -1.9883, 0.6265], [-2.2345, 0.2704, 0.4347], [1.6843, 1.7215, -0.2631], [-0.9133, -0.1142, 1.5477]],
  "atomic_forces_ev_per_a": [[-0.3, 0.0, 0.1], [0.1, 0.1, 0.1], [0.2, -0.1, -0.1], [-0.1, 0.0, 0.0], [-0.1, 0.0, 0.0], [0.0, 0.1, 0.1], [0.0, 0.0, 0.0], [0.1, 0.1, 0.1], [0.1, 0.0, 0.1], [0.0, -0.1, -0.1], [-0.1, 0.0, 0.2], [0.2, -0.2, -0.3], [0.2, 0.0, -0.1], [-0.1, -0.1, 0.0], [0.0, 0.0, -0.2]]
}


Record 2
{
  "formula": "C4H8N2O",
  "method": "wB97M-V/def2-TZVPD",
  "max_force_ev_per_a": 0.354,
  "e_tot_ha": -341.7981,
  "homo_energy_ev": -8.79,
  "symbols": ["O", "N", "N", "C", "C", "C", "C", "H", "H", "H", "H", "H", "H", "H", "H"],
  "coordinates": [[-0.9921, -2.3538, 0.8418], [-0.1441, 0.5161, 0.8151], [-0.0334, -1.9446, -1.2853], [0.2321, 1.8968, 0.8370], [-0.6174, -1.6992, -0.1416], [-0.9254, -0.2064, 0.0490], [1.2563, 0.7944, 0.7388], [0.1047, 2.4172, 1.7820], [0.1441, -2.9324, -1.4415], [0.0061, 2.4652, -0.0634], [1.7186, 0.6024, -0.2283], [-1.9545, 0.1391, -0.0421], [1.8417, 0.5402, 1.6176], [-0.4466, 0.2954, -1.6647], [-0.1901, -0.5306, -1.8143]],
  "atomic_forces_ev_per_a": [[0.1, 0.0, -0.2], [-0.2, -0.2, -0.2], [-0.1, -0.2, 0.1], [-0.1, 0.2, 0.0], [0.0, 0.1, 0.0], [0.1, 0.2, 0.1], [0.2, -0.1, 0.0], [0.0, -0.1, -0.1], [0.0, 0.1, 0.0], [0.1, -0.1, 0.1], [-0.1, 0.0, 0.1], [0.1, 0.0, 0.0], [-0.1, 0.1, -0.1], [0.0, 0.0, 0.0], [-0.1, 0.0, 0.2]]
}


Record 3
{
  "formula": "C4H8N2O",
  "method": "wB97M-V/def2-TZVPD",
  "max_force_ev_per_a": 1.129,
  "smiles": "N#C[C@@H](N)CCO",
  "e_tot_ha": -341.9433,
  "homo_energy_ev": -10.09,
  "symbols": ["O", "N", "N", "C", "C", "C", "C", "H", "H", "H", "H", "H", "H", "H", "H"],
  "coordinates": [[1.6888, -0.8395, 0.8251], [-1.6677, -0.9021, 0.5306], [-2.3817, 2.2507, -0.6192], [0.2079, -0.1028, -0.8558], [1.6177, 0.0107, -0.3082], [-0.8556, 0.2711, 0.2069], [-1.7298, 1.3600, -0.2728], [2.3409, -0.2886, -1.0818], [2.5419, -0.7105, 1.2561], [0.0221, -1.1396, -1.1569], [-2.3262, -0.6767, 1.2725], [1.8351, 1.0561, -0.0347], [-0.3320, 0.6793, 1.0874], [0.1105, 0.5132, -1.7545], [-1.0375, -1.6105, 0.9011]],
  "atomic_forces_ev_per_a": [[0.3, 0.0, 0.2], [0.1, 0.0, 0.3], [0.6, -0.9, 0.3], [0.0, 0.0, -0.1], [-0.1, 0.2, -0.3], [0.1, 0.1, -0.1], [-0.6, 0.8, -0.3], [-0.1, 0.0, 0.2], [-0.2, -0.1, 0.0], [0.0, 0.1, 0.0], [0.1, 0.0, -0.1], [0.0, -0.2, 0.0], [-0.1, -0.1, -0.2], [0.0, 0.0, 0.2], [-0.1, 0.1, -0.1]]
}


Record 4
{
  "formula": "C4H8N2O",
  "method": "wB97M-V/def2-TZVPD",
  "max_force_ev_per_a": 2.036,
  "smiles": "CC(=O)/C(N)=C/N",
  "e_tot_ha": -341.9505,
  "homo_energy_ev": -7.73,
  "symbols": ["O", "N", "N", "C", "C", "C", "C", "H", "H", "H", "H", "H", "H", "H", "H"],
  "coordinates": [[0.8970, 1.7266, -1.1636], [-0.0990, -1.4048, 0.3818], [-2.6562, -0.0413, 0.0986], [0.9899, 0.7176, -0.4638], [-0.2303, -0.1003, -0.0868], [2.3238, 0.3005, 0.1046], [-1.4265, 0.4965, -0.2348], [-3.3564, 0.6767, 0.2795], [0.6426, -1.9049, -0.1031], [-2.5893, -0.6915, 0.8797], [3.1221, 0.7407, -0.5011], [-1.5063, 1.5038, -0.6443], [2.4114, 0.6638, 1.1315], [2.4572, -0.7824, 0.0754], [-0.9801, -1.9009, 0.2463]],
  "atomic_forces_ev_per_a": [[0.1, -1.2, 0.8], [0.0, -0.9, 0.3], [-0.2, -0.4, 0.6], [-0.8, 0.7, -0.4], [0.2, 1.7, -1.2], [0.3, -0.1, -0.5], [0.3, 0.9, -0.1], [0.2, -0.5, -0.1], [-0.3, 0.0, 0.2], [-0.3, 0.2, -0.2], [-0.2, 0.1, 0.2], [0.5, -0.3, 0.1], [-0.1, -0.2, 0.0], [0.0, 0.0, 0.3], [0.5, -0.1, 0.0]]
}


Record 5
{
  "formula": "C4H8N2O",
  "method": "wB97M-V/def2-TZVPD",
  "max_force_ev_per_a": 3.190,
  "smiles": "CN=C=N.CC=O",
  "e_tot_ha": -341.9061,
  "homo_energy_ev": -9.85,
  "symbols": ["O", "N", "N", "C", "C", "C", "C", "H", "H", "H", "H", "H", "H", "H", "H"],
  "coordinates": [[2.0368, 0.9308, -0.3667], [-0.1041, 1.4260, 1.7395], [-1.2859, 0.0732, 0.1310], [-0.5304, 0.7884, 0.7948], [1.6840, -1.3780, 0.3014], [1.4437, -0.1194, -0.4847], [-2.3118, 0.4129, -0.8012], [-2.6842, -0.5135, -1.2384], [2.2111, -1.1505, 1.2250], [2.2278, -2.0980, -0.3062], [-3.1380, 0.9110, -0.2853], [0.8297, -0.3382, -1.4072], [0.8335, 1.7932, 1.7423], [-1.9259, 1.0733, -1.5864], [0.7136, -1.8113, 0.5420]],
  "atomic_forces_ev_per_a": [[-0.6, -0.4, 0.4], [0.6, 0.1, 0.2], [2.0, 0.4, 1.2], [-3.1, -0.6, -0.1], [-0.5, 0.6, 0.8], [1.3, -0.8, -2.0], [-0.2, 0.2, -0.5], [0.0, 0.2, -0.1], [0.2, -0.1, 0.0], [0.1, 0.1, -0.1], [0.0, 0.0, -0.1], [0.1, 0.5, 0.6], [0.2, 0.1, -0.2], [-0.2, -0.1, 0.0], [0.0, -0.1, 0.0]]
}


Record 6
{
  "formula": "C4H8N2O",
  "method": "wB97M-V/def2-TZVPD",
  "max_force_ev_per_a": 0.526,
  "e_tot_ha": -341.8181,
  "homo_energy_ev": -8.64,
  "symbols": ["O", "N", "N", "C", "C", "C", "C", "H", "H", "H", "H", "H", "H", "H", "H"],
  "coordinates": [[-0.1858, -2.1533, -1.7189], [0.7882, -0.0206, -2.1796], [-0.2978, -0.3950, 0.7286], [0.8891, 0.0799, 1.3521], [0.0583, -0.9221, -1.6206], [-0.7966, -0.5482, -0.4514], [-0.4655, 0.2008, 2.0154], [-0.9513, 1.1733, 2.0261], [1.2953, -0.4197, -2.9694], [1.5684, -0.6849, 1.7177], [-0.5444, 2.0738, -0.8017], [1.3404, 0.9523, 0.8881], [-1.8808, -0.5655, -0.5340], [-0.7039, -0.4649, 2.8408], [-0.1136, 1.6940, -1.2930]],
  "atomic_forces_ev_per_a": [[0.1, 0.1, -0.1], [0.0, -0.4, 0.0], [-0.1, 0.0, -0.5], [0.3, 0.0, -0.1], [0.0, 0.0, 0.1], [0.1, 0.1, 0.4], [-0.2, 0.1, 0.2], [0.1, -0.2, 0.0], [0.0, 0.0, 0.1], [-0.1, 0.1, -0.1], [0.0, 0.1, 0.0], [-0.1, -0.1, 0.1], [0.1, -0.1, 0.0], [0.0, 0.1, -0.2], [-0.1, 0.2, 0.1]]
}


Record 7
{
  "formula": "C4H8N2O",
  "method": "wB97M-V/def2-TZVPD",
  "max_force_ev_per_a": 1.950,
  "smiles": "C[C@@]1(C(N)=O)CN1",
  "e_tot_ha": -341.9280,
  "homo_energy_ev": -9.32,
  "symbols": ["O", "N", "N", "C", "C", "C", "C", "H", "H", "H", "H", "H", "H", "H", "H"],
  "coordinates": [[1.4127, -1.6663, 0.1274], [2.3179, 0.3539, 0.1431], [-0.6793, 1.3659, 0.3833], [-1.1815, -1.2017, 0.4013], [-0.8046, 1.0171, -1.0338], [-0.3877, 0.0013, -0.0434], [1.2194, -0.4671, 0.0708], [-1.2779, -2.0124, -0.3366], [-1.5943, 1.4877, 0.8213], [-1.7995, 0.9922, -1.4832], [-0.4881, -1.5757, 1.2007], [2.2178, 1.3390, 0.2674], [-0.0161, 1.4055, -1.6693], [-2.1784, -0.9906, 0.8137], [3.2396, -0.0488, 0.3374]],
  "atomic_forces_ev_per_a": [[-0.2, 0.0, -0.2], [-0.7, 0.4, -0.1], [0.2, 0.2, 0.0], [0.7, -0.4, 1.0], [0.3, 0.0, -0.2], [1.9, -0.3, 0.1], [-0.6, -0.4, 0.1], [0.2, 0.5, 0.1], [0.3, -0.4, -0.1], [0.3, -0.2, 0.2], [-1.4, -0.3, -0.4], [-0.2, 0.4, 0.0], [-0.2, 0.2, -0.1], [0.3, 0.3, -0.2], [-1.0, 0.0, -0.2]]
}


Record 8
{
  "formula": "C4H8N2O",
  "method": "wB97M-V/def2-TZVPD",
  "max_force_ev_per_a": 1.137,
  "smiles": "CN[C@H](C#N)CO",
  "e_tot_ha": -341.9372,
  "homo_energy_ev": -10.13,
  "symbols": ["O", "N", "N", "C", "C", "C", "C", "H", "H", "H", "H", "H", "H", "H", "H"],
  "coordinates": [[2.2794, 0.8124, 0.3785], [-0.8406, -1.9434, -2.0002], [-0.3733, 0.1361, 0.7582], [-1.7765, 0.5537, 0.7900], [-0.3726, -1.0828, -1.3837], [1.7319, -0.2295, -0.3781], [0.2230, -0.0037, -0.5590], [-2.4679, -0.2857, 0.9159], [1.6412, 0.9730, 1.0931], [-0.2600, -0.7314, 1.2743], [-2.0442, 1.0493, -0.1454], [2.2305, -0.2446, -1.3514], [-1.9379, 1.2664, 1.6028], [1.8820, -1.2156, 0.0944], [0.0851, 0.9459, -1.0891]],
  "atomic_forces_ev_per_a": [[-0.1, 0.1, 0.2], [0.4, 0.8, 0.6], [0.0, -0.2, 0.0], [-0.1, 0.1, 0.0], [-0.4, -0.8, -0.5], [-0.1, -0.3, -0.2], [0.0, 0.1, 0.0], [0.1, 0.0, 0.0], [0.1, 0.1, -0.1], [0.0, 0.1, -0.1], [0.1, 0.0, 0.1], [-0.1, 0.0, 0.1], [0.0, -0.1, -0.1], [0.0, 0.2, 0.0], [0.0, -0.1, 0.0]]
}